DFT (the ωB97M-V functional and the def2-TZVPD basis) results for a structure of composition C6H13O3Sc.

Cartesian coordinates (Å):
C1 2.7707 1.6004 -0.1764
O1 1.7048 0.7174 -0.4070
C2 1.9123 -0.6658 -0.0258
C3 0.8559 -1.5344 -0.6080
O2 -0.1930 -1.7317 0.3748
C4 -1.5154 -1.9806 -0.0035
C5 -2.3685 -0.7698 0.3112
O3 -2.0057 0.3423 -0.4998
C6 -2.7208 1.5267 -0.1937
Sc1 -0.1091 0.4301 -1.4893
H1 2.4569 2.6177 -0.4408
H2 3.0189 1.5925 0.8974
H3 3.6242 1.3197 -0.8145
H4 1.9067 -0.6489 1.0810
H5 1.2137 -2.5270 -0.9095
H6 -1.8964 -2.8164 0.6035
H7 -1.6167 -2.2907 -1.0566
H8 -2.1986 -0.4747 1.3605
H9 -3.4348 -0.9994 0.1569
H10 -2.0536 2.3958 -0.1923
H11 -3.4862 1.6924 -0.9651
H12 -3.1194 1.4680 0.8301
H13 2.5361 -1.2386 -0.9274

- HOMO-LUMO gap (alpha / beta): 6.599 / 7.292 eV
- Multiplicity: 2
- E_LUMO (alpha / beta): -3.90 / -4.14 eV
- Total charge: +1
- Relative energy (zero: lowest compared OMol25 entry of this formula, charge and spin): 118.1 kJ/mol

=====

DFT (the ωB97M-V functional and the def2-TZVPD basis) results for a structure of composition C25H16BCl72GaO5S.

Cartesian coordinates (Å):
C1 2.7009 1.6665 -0.0525
C2 2.6900 2.1807 -1.4957
C3 2.7695 0.9795 -2.4569
C4 1.5109 3.1199 -1.8031
C5 1.2187 4.1251 -0.6876
C6 0.2034 2.3673 -2.1876
O1 -0.9164 3.0653 -1.7264
Ga1 -2.4854 1.9942 -1.7463
S1 -2.6311 1.0520 -3.9077
B1 -2.4373 0.4506 -0.3059
O2 -2.8658 -0.8266 -0.6532
O3 -2.0302 0.5810 1.0251
C7 -4.0709 3.2875 -1.5607
O4 -3.9629 4.4779 -1.1839
O5 -5.1816 2.7347 -1.8719
H1 2.4468 2.4295 0.6826
H2 2.0752 0.7806 0.0737
H3 3.7155 1.3403 0.1874
H4 3.6255 2.7274 -1.6638
H5 2.8073 1.3557 -3.4821
H6 3.6623 0.3848 -2.2405
H7 1.9134 0.3146 -2.3441
H8 1.8014 3.6976 -2.6867
H9 0.6987 3.6435 0.1404
H10 0.5322 4.8765 -1.0645
H11 2.1205 4.6608 -0.3617
H12 0.1665 2.2867 -3.2827
H13 0.2327 1.3604 -1.7305
H14 -2.1832 2.1083 -4.6073
H15 -2.7728 -0.9288 -1.6053
H16 -1.0949 0.7887 1.0751
C8 -7.9056 1.6757 -4.2037
Cl1 -8.9771 0.2763 -3.9453
Cl2 -8.3190 2.4447 -5.7568
Cl3 -8.1180 2.8077 -2.8848
Cl4 -6.2347 1.1323 -4.2475
C9 6.9077 3.8664 -0.4778
Cl5 5.3086 4.5572 -0.2320
Cl6 7.2675 3.7919 -2.2055
Cl7 8.1211 4.8658 0.3384
Cl8 6.9580 2.2333 0.2020
C10 3.6276 -2.3753 1.0331
Cl9 4.6040 -0.9286 0.7624
Cl10 4.3902 -3.7494 0.2088
Cl11 3.5336 -2.6908 2.7752
Cl12 2.0044 -2.1373 0.3995
C11 5.7869 -6.3610 3.2998
Cl13 6.6972 -4.8649 3.0632
Cl14 6.6278 -7.6846 2.4820
Cl15 5.6774 -6.7198 5.0298
Cl16 4.1685 -6.1705 2.6349
C12 -8.7117 -3.6108 -5.4109
Cl17 -10.2283 -2.8895 -4.8610
Cl18 -8.8412 -4.0097 -7.1312
Cl19 -7.3849 -2.4992 -5.1422
Cl20 -8.4199 -5.0964 -4.4823
C13 3.6530 2.3103 3.7581
Cl21 4.2403 2.2234 5.4278
Cl22 5.0181 2.1345 2.6512
Cl23 2.5002 0.9971 3.4877
Cl24 2.8577 3.8575 3.4799
C14 -8.3301 -1.2592 0.0390
Cl25 -7.4560 0.0994 -0.6294
Cl26 -7.8332 -2.7761 -0.7315
Cl27 -7.9964 -1.3259 1.7790
Cl28 -10.0760 -1.0383 -0.2108
C15 10.9874 6.4247 3.0898
Cl29 10.8912 6.6477 1.3393
Cl30 9.8243 5.2007 3.5958
Cl31 12.6215 5.9044 3.5251
Cl32 10.6249 7.9546 3.8971
C16 -0.3130 6.5299 -3.9030
Cl33 -1.5050 6.0628 -2.7155
Cl34 1.3233 6.2538 -3.2697
Cl35 -0.5240 5.5630 -5.3723
Cl36 -0.4852 8.2561 -4.3134
C17 -2.7056 3.5812 3.2516
Cl37 -3.7972 2.3465 3.9023
Cl38 -3.1766 4.0159 1.6225
Cl39 -2.7695 5.0157 4.3089
Cl40 -1.0427 2.9561 3.2642
C18 -1.4932 -0.3406 -7.7604
Cl41 -2.8050 -0.5763 -6.6303
Cl42 0.0271 -0.8188 -6.9860
Cl43 -1.7348 -1.3169 -9.2329
Cl44 -1.3955 1.3674 -8.2126
C19 -7.5607 3.1552 1.4296
Cl45 -9.3103 3.0527 1.0825
Cl46 -7.2456 4.6289 2.3795
Cl47 -7.0939 1.7388 2.3995
Cl48 -6.6174 3.1686 -0.0736
C20 10.4392 -5.8792 2.2287
Cl49 10.4047 -4.1142 2.2406
Cl50 12.0841 -6.4362 1.8869
Cl51 9.9400 -6.4889 3.8124
Cl52 9.3431 -6.4821 0.9846
C21 2.5455 0.0102 8.9152
Cl53 2.4198 0.3281 7.1892
Cl54 1.3899 -1.2416 9.3899
Cl55 4.1904 -0.5422 9.2683
Cl56 2.2134 1.4903 9.8230
C22 -10.3053 -7.6822 -1.0467
Cl57 -11.3036 -8.9743 -1.7340
Cl58 -11.3200 -6.6084 -0.0793
Cl59 -9.0554 -8.3883 -0.0166
Cl60 -9.5511 -6.7568 -2.3455
C23 3.8344 -2.2741 -6.6607
Cl61 2.8579 -3.1878 -7.8149
Cl62 2.7998 -1.2153 -5.7107
Cl63 4.6784 -3.4003 -5.5862
Cl64 5.0269 -1.3052 -7.5407
C24 -8.5844 -7.6177 4.0559
Cl65 -8.8780 -6.2531 2.9869
Cl66 -7.2151 -8.5596 3.4491
Cl67 -8.2205 -7.0365 5.6848
Cl68 -10.0227 -8.6490 4.1077
C25 7.0769 -2.6796 6.7572
Cl69 8.0047 -1.1792 6.8712
Cl70 6.5820 -3.1890 8.3780
Cl71 5.6458 -2.4080 5.7637
Cl72 8.0751 -3.9391 6.0240

- HOMO-LUMO gap: 3.233 eV
- E_LUMO: 1.91 eV
- Total charge: -2

=====

DFT (the ωB97M-V functional and the def2-TZVPD basis) results for an isolated molecule of C20H24N2O6.

Cartesian coordinates (Å):
N1 0.8817 -1.3771 1.7134
C1 0.3032 -2.2580 0.8958
O1 0.8499 -2.6423 -0.1380
C2 -1.0407 -2.8010 1.2673
C3 -1.4425 -3.9458 0.5843
C4 -2.6862 -4.5116 0.7771
C5 -3.5656 -3.9136 1.6615
C6 -3.1957 -2.7715 2.3484
C7 -1.9346 -2.2070 2.1774
O2 -1.5082 -1.1127 2.8813
C8 -2.4317 -0.2197 3.4589
C9 -3.2037 0.5818 2.4105
O3 -2.2898 1.4173 1.7462
C10 -2.8856 2.2480 0.7743
C11 -1.8013 3.0753 0.0702
O4 -1.2245 2.4161 -1.0248
C12 -0.2941 1.4075 -0.6746
C13 -0.0003 0.5625 -1.9120
O5 0.7768 1.2094 -2.9004
C14 1.9955 1.7676 -2.6426
C15 2.3155 2.8455 -3.4730
C16 3.5220 3.5027 -3.3625
C17 4.4382 3.1143 -2.3971
C18 4.1370 2.0503 -1.5719
C19 2.9392 1.3513 -1.6970
C20 2.7333 0.1845 -0.7837
N2 2.7034 -1.0150 -1.3868
O6 2.6553 0.3199 0.4295
H1 0.3737 -1.0075 2.4977
H2 1.7018 -0.8631 1.3807
H3 -0.7408 -4.3731 -0.1163
H4 -2.9710 -5.4024 0.2393
H5 -4.5480 -4.3317 1.8232
H6 -3.9018 -2.3260 3.0321
H7 -1.8125 0.4697 4.0379
H8 -3.1266 -0.7295 4.1354
H9 -3.6931 -0.0968 1.6936
H10 -3.9825 1.1800 2.9096
H11 -3.6099 2.9208 1.2591
H12 -3.4198 1.6431 0.0268
H13 -1.0388 3.3558 0.8085
H14 -2.2567 3.9776 -0.3444
H15 -0.7073 0.7531 0.1013
H16 0.6242 1.8668 -0.2826
H17 0.4366 -0.3919 -1.6035
H18 -0.9449 0.3640 -2.4259
H19 1.5801 3.1458 -4.2026
H20 3.7427 4.3302 -4.0200
H21 5.3770 3.6355 -2.2906
H22 4.8367 1.7274 -0.8152
H23 2.3125 -1.8107 -0.8721
H24 2.7025 -1.0671 -2.3918

- HOMO-LUMO gap: 9.213 eV
- Structure (SMILES): NC(=O)c1ccccc1OCCOCCOCCOc1ccccc1C(N)=O
- E_LUMO: 0.66 eV
- Relative energy (zero: lowest compared OMol25 entry of this formula, charge and spin): 148.3 kJ/mol